[1]
Formula: C2H2ClF2NO2
Source: OMol25
Level of theory: wB97M-V/def2-TZVPD

Last column: natural (NBO) charge in e.
Cartesian coordinates (Å):
C 0.16 0.13 0.15  0.551
C -0.74 -1.07 0.58  0.641
H 1.34 1.90 -0.15  0.507
H 0.28 -0.01 -2.04  0.441
N 0.33 0.40 -1.13  -0.329
O 1.18 1.65 -1.25  -0.564
O 0.62 0.60 1.16  -0.590
F -1.37 -1.68 -0.46  -0.308
F 0.01 -1.79 1.40  -0.290
Cl -1.81 -0.14 1.75  -0.059

Computed properties:
multiplicity	1
SMILES	O=C(NO)C(F)(F)Cl
electronic energy	-25645.7056	eV
molar mass	145.49	g mol⁻¹
highest occupied orbital energy	-10.5	eV
Kohn-Sham gap	0.4093	Ha
E_LUMO	0.60	eV

---

[2]
Formula: C2H2ClF3
Source: OMol25
Level of theory: wB97M-V/def2-TZVPD

Last column: natural (NBO) charge in e.
Cartesian coordinates (Å):
C 1.65 0.52 0.34  0.063
C -1.45 -0.67 -0.09  0.627
F 1.17 1.43 -0.53  -0.335
F -1.16 -1.30 -1.27  -0.323
F -2.34 -1.40 0.65  -0.324
Cl -1.78 1.02 -0.32  0.014
H 2.53 -0.16 -0.09  0.147
H 1.39 0.57 1.30  0.131

Computed properties:
multiplicity	1
electronic energy	-22776.6666	eV
molar mass	118.49	g mol⁻¹
highest occupied orbital energy (spin up / spin down)	-9.5 / -8.7	eV
Kohn-Sham gap (spin up / spin down)	0.3641 / 0.2928	Ha
E_LUMO (spin up / spin down)	0.36 / -0.69	eV

---

[3]
Formula: C2H2ClF3
Source: OMol25
Level of theory: wB97M-V/def2-TZVPD

Last column: natural (NBO) charge in e.
Cartesian coordinates (Å):
C 0.97 0.23 0.67  0.045
C 1.39 -1.63 0.70  0.609
F -0.38 0.40 0.55  -0.347
F 2.57 -1.71 0.10  -0.323
F 1.64 -2.06 1.99  -0.329
Cl 0.11 -2.42 -0.20  0.005
H 1.38 0.82 -0.07  0.174
H 1.25 0.47 1.67  0.165

Computed properties:
multiplicity	1
electronic energy	-22779.8360	eV
molar mass	118.49	g mol⁻¹
highest occupied orbital energy	-11.0	eV
Kohn-Sham gap	0.4331	Ha
E_LUMO	0.83	eV